# 1
Here is a structure of composition C28H27FeN8 from the OMol25 dataset. Energies are from ωB97M-V/def2-TZVPD.

Last column: Mulliken spin population.
CARTESIAN COORDINATES (ANGSTROEM)
C 2.367 2.972 -1.238  0.0297
C -2.000 1.267 6.008  -0.0018
N -2.648 0.226 2.545  0.0109
H 3.287 -2.953 0.457  0.0001
C 1.680 2.246 -3.312  0.0111
C -0.224 2.068 4.594  0.0007
N 1.112 -2.829 -1.050  0.0071
H 2.702 3.534 0.912  0.0007
H 4.222 -5.007 1.506  0.0000
H -3.524 -0.264 2.652  -0.0019
Fe 0.032 1.200 -0.826  4.0572
H 4.082 4.239 -1.134  0.0004
H -1.038 1.303 -2.647  -0.0202
H -3.453 2.269 0.138  -0.0065
C 2.809 -3.913 0.319  0.0013
N 0.365 -0.775 -1.234  -0.0323
C 2.099 2.964 0.211  0.0273
C 3.419 3.679 -1.780  0.0005
H -4.729 0.905 -3.135  0.0053
H 1.147 -1.519 0.623  0.0007
H 2.818 2.889 -5.012  0.0003
C 0.217 -1.413 -2.454  0.0298
C -2.047 0.799 3.675  -0.0074
C 3.335 -5.059 0.890  -0.0004
N 1.501 2.260 -1.992  0.0323
C -3.716 1.302 -3.205  0.0415
N -0.970 0.930 1.090  0.0120
C -2.094 0.310 1.350  0.0257
C -3.074 1.354 -1.810  -0.0316
C 2.715 2.928 -3.937  0.0081
H -2.620 -0.174 0.536  0.0031
N 3.718 -8.425 1.729  0.0002
C -0.849 1.483 3.487  0.0053
C -0.795 1.957 5.842  0.0010
H -3.567 0.151 5.056  0.0001
H 1.142 -7.346 -0.330  0.0000
H 0.703 2.603 4.448  -0.0010
H -0.312 2.409 6.697  0.0000
H -0.208 -0.922 -3.313  0.0025
C -3.899 2.216 -0.858  0.0289
H -4.912 1.827 -0.760  0.0005
C 1.673 -4.020 -0.468  -0.0037
H -3.149 0.666 -3.885  -0.0040
H -2.445 1.186 6.990  -0.0001
C 1.060 -5.237 -0.716  0.0020
H 4.412 4.197 -3.618  0.0000
C 0.675 -2.684 -2.349  0.0080
N 0.773 2.264 1.930  -0.0045
N 1.104 2.272 0.598  0.0523
C 1.599 -6.382 -0.155  0.0000
H 0.755 -3.485 -3.063  0.0003
C -0.305 1.579 2.139  0.0115
C 2.730 -6.289 0.652  0.0005
C -2.633 0.685 4.930  0.0015
H -3.971 3.237 -1.238  -0.0033
C -1.667 1.861 -1.915  0.6287
C 3.598 3.653 -3.160  0.0045
H 0.165 -5.284 -1.322  0.0002
H -1.495 2.936 -1.956  -0.0194
H -3.052 0.321 -1.435  0.0310
H -3.773 2.303 -3.635  0.0020
H 0.965 1.675 -3.892  0.0040
C 0.910 -1.668 -0.418  0.0473
C 3.280 -7.480 1.247  -0.0001

Values from the calculation:
- Kohn-Sham gap (spin up / spin down) (eV) = 7.5375 / 7.1422
- <S²> = 8.76
- highest occupied orbital energy (spin up / spin down) (eV) = -14.0 / -14.1
- calculated total energy (eV) = -75768.494
- LUMO energy (spin up / spin down) (eV) = -6.4900 / -6.9861
- spin multiplicity = 6
- net charge = +2


# 2
Here is a structure of composition C28H27IrN3SSi in a non-equilibrium geometry from the OMol25 dataset. Energies are from ωB97M-V/def2-TZVPD.

Last column: Mulliken spin population.
CARTESIAN COORDINATES (ANGSTROEM)
H 4.345 1.332 -3.409  0.0015
C -2.172 -1.010 5.228  0.1728
H -1.978 0.615 -6.425  0.0006
C -0.850 2.350 1.827  0.1065
C 3.386 1.524 -2.911  0.0042
N -1.200 0.330 3.314  0.3600
C 2.418 -1.777 -2.852  0.0073
H -0.786 -1.576 -2.926  -0.0011
C -0.758 3.719 1.654  0.4760
C -2.021 1.417 5.124  0.1358
H -1.911 -1.976 4.803  -0.0013
H 2.621 0.974 -3.470  -0.0010
H 4.677 -2.641 0.191  0.0005
C 4.063 -2.390 -0.674  0.0054
S -0.588 4.169 0.007  0.1350
C -0.793 2.531 -0.447  0.0572
C -1.740 -1.955 -0.315  0.1188
H 1.533 1.646 -1.159  0.0496
H -3.329 -1.753 6.892  0.0020
C -0.686 1.678 -5.051  -0.0001
H -2.908 -1.418 1.537  0.0175
H 3.060 -0.765 0.346  -0.0163
C 3.384 -2.784 -2.961  -0.0007
H 3.477 -3.326 -3.901  0.0001
C 2.281 -1.071 -1.650  0.0410
H -1.742 3.341 4.226  -0.0096
H 3.501 1.168 -1.879  -0.0008
H -1.097 2.243 -1.457  0.0139
C -3.239 0.407 6.907  0.2579
C -2.768 1.575 6.282  -0.0177
H 0.580 2.480 -3.480  -0.0044
C 0.296 -2.240 0.804  0.0476
H -2.049 -1.461 -5.027  0.0000
H -0.641 2.583 -5.657  0.0000
H 1.796 -1.527 -3.716  0.0009
H -0.521 -1.711 2.825  0.0313
C -0.700 -1.862 1.766  0.1063
C -1.181 1.653 3.058  0.2668
C -2.942 -0.865 6.385  -0.0376
H 1.344 -2.446 1.007  0.0156
H -0.813 4.448 2.451  0.0347
Si 0.980 0.310 -1.470  0.0245
C 0.000 0.436 -3.085  0.0231
C 0.013 1.618 -3.840  0.0297
C -1.965 -1.704 1.081  0.1551
C 3.139 -1.345 -0.578  0.0308
H -3.853 0.475 7.805  0.0115
C -0.751 -0.659 -3.518  0.0176
N -0.726 1.682 0.594  0.0186
H 4.944 -3.890 -1.958  0.0002
C -1.740 0.147 4.564  0.1257
H -2.972 2.575 6.667  0.0004
H 3.114 2.593 -2.899  -0.0001
C -0.355 -2.317 -0.470  0.0265
N -1.643 2.335 4.156  0.0516
H 0.128 -2.608 -1.395  0.0007
Ir -0.477 -0.272 0.256  1.0812
C 4.201 -3.097 -1.873  0.0043
H -2.476 -1.895 -1.114  0.0145
C -1.435 0.576 -5.481  0.0131
C -1.478 -0.587 -4.710  -0.0054

Values from the calculation:
- Kohn-Sham gap (spin up / spin down) (eV) = 5.2434 / 5.3373
- <S²> = 6.05
- highest occupied orbital energy (spin up / spin down) (eV) = -8.1 / -11.4
- calculated total energy (eV) = -55485.674
- LUMO energy (spin up / spin down) (eV) = -2.8245 / -6.0853
- spin multiplicity = 5
- net charge = +1


# 3
Here is a structure of composition C28H27N3SSiTa in a non-equilibrium geometry from the OMol25 dataset. Energies are from ωB97M-V/def2-TZVPD.

Last column: Mulliken charge in e.
CARTESIAN COORDINATES (ANGSTROEM)
C 1.578 3.554 -2.666  -0.4869
C 0.523 -2.648 2.930  0.5728
C 0.626 2.935 -1.849  0.1622
C 1.475 3.468 -4.061  -0.6844
C 1.758 -1.530 -0.754  -0.6666
H -1.922 3.486 -0.458  0.4431
H -1.454 1.705 -4.235  0.4849
H 3.738 0.010 1.526  0.5529
H -4.671 -2.365 -4.317  0.4163
N 0.564 -1.333 4.735  -0.0192
C 3.026 -0.259 0.746  -0.6422
C -1.818 2.563 0.118  -1.2485
H -0.923 -0.476 -3.341  0.3455
C 1.024 2.735 2.253  -0.3641
H 2.242 3.921 -4.691  0.4250
H -1.687 -0.147 -0.334  -0.0951
H 1.305 3.285 1.351  0.3197
H 0.312 2.672 -5.692  0.4586
C -2.685 0.360 -2.388  0.4209
C 1.083 -4.962 2.865  -0.5946
C -0.578 2.182 -3.782  -0.5272
H -2.182 -2.241 -4.538  0.4217
H -1.022 2.685 0.863  0.3460
Si -1.564 1.182 -1.122  0.9252
C 2.486 -1.574 0.480  -0.5150
H 1.251 -5.890 2.319  0.4395
N 0.445 -1.312 2.517  -0.4033
H 2.392 4.107 -2.197  0.4640
C -2.725 -1.530 -3.913  -0.9084
N 0.856 1.388 2.254  -0.0190
C -2.016 -0.541 -3.233  -0.0789
H -2.765 2.344 0.623  0.4868
C 1.223 -4.969 4.264  -0.6075
H 0.407 1.676 5.565  0.4494
C 0.398 2.766 -4.610  -0.6408
C 1.890 -0.208 -1.273  0.0105
C 0.989 -3.804 5.014  -0.8035
H -0.050 0.551 -0.788  -0.2383
S 0.867 3.447 3.828  0.0719
H 1.273 -2.364 -1.255  0.4824
C -4.081 0.401 -2.387  -0.5401
H 1.559 0.134 -2.250  0.5804
H 1.098 -3.745 6.101  0.4216
C -0.437 2.203 -2.388  0.0109
H 0.596 -3.763 1.093  0.5138
H 2.930 1.619 -0.482  0.7266
H 1.521 -5.888 4.776  0.4308
Ta 0.862 -0.158 0.690  1.1742
C 0.593 1.873 4.517  -0.4236
C 0.718 -3.803 2.172  -0.7348
C 2.623 0.592 -0.335  -0.3844
H -4.593 1.197 -1.835  0.3966
H 0.728 3.020 -0.763  0.4055
C -4.793 -0.594 -3.066  -0.6020
C 0.603 0.891 3.548  -0.1432
H 2.732 -2.475 1.039  0.7924
H -5.882 -0.601 -3.039  0.4247
C 0.463 -0.536 3.638  0.5390
C 0.615 -2.670 4.319  0.4894
H 0.596 -0.981 5.694  0.2601
C -4.121 -1.584 -3.793  -0.4937

Values from the calculation:
- Kohn-Sham gap (spin up / spin down) (eV) = 3.9677 / 3.9334
- highest occupied orbital energy (spin up / spin down) (eV) = -16.1 / -16.1
- calculated total energy (eV) = -54178.125
- LUMO energy (spin up / spin down) (eV) = -12.1427 / -12.1706
- net charge = +3


# 4
Here is a structure of composition C28H27N6O10S3Ti from the OMol25 dataset. Energies are from ωB97M-V/def2-TZVPD.

Last column: Mulliken charge in e.
CARTESIAN COORDINATES (ANGSTROEM)
H 1.006 -5.574 -0.538  0.4536
C 1.684 5.094 1.465  -0.7069
O -0.432 -1.273 -1.227  -0.3055
C 3.245 2.514 -4.204  -1.0274
C 2.150 1.155 -2.417  0.7732
H 3.779 -5.894 2.714  0.4250
C 2.897 -3.966 2.426  -0.6250
N 0.042 1.611 1.559  1.0459
N 2.807 2.227 -2.841  -0.0097
H 4.119 3.157 -4.140  0.3869
H -3.491 -2.986 6.178  0.4111
H -3.290 2.901 -4.545  0.6426
C 0.869 5.202 2.737  -0.5875
H 2.712 4.801 1.673  0.3107
C 3.097 -5.300 2.122  -0.8323
C -2.895 -1.006 5.603  -0.8021
C -2.127 -0.181 -2.496  1.0283
O -2.250 -2.449 -1.783  -0.6299
H 3.208 2.779 -2.101  0.2935
H 2.481 3.027 -4.784  0.2948
C 2.358 -1.141 3.176  -1.6546
O -4.983 -0.470 -5.415  -0.5985
N 1.453 0.387 -3.244  -0.0386
H 0.649 -3.186 -0.006  0.7233
C 1.537 -5.118 0.287  -0.9418
H 0.610 1.821 -4.523  0.3459
N -4.548 0.644 -5.223  1.0323
C -3.509 0.792 -4.188  -0.6146
C -1.216 0.016 2.407  0.5952
H 3.537 1.594 -4.706  0.3422
O -0.726 1.281 -1.227  0.4912
C -2.532 -2.981 4.272  -0.8164
H 1.682 6.028 0.905  0.4135
C -1.650 -1.414 -1.792  -0.1848
H 2.570 -6.918 0.823  0.4228
H -2.610 -4.054 4.142  0.4133
N -0.426 0.980 2.730  -0.4247
C -1.570 1.079 -2.222  0.7693
H 2.136 -1.740 4.059  0.4374
H -3.272 -0.537 6.501  0.4153
H 1.937 -0.145 3.287  0.2079
H -2.200 0.828 4.731  0.4895
S 2.304 0.744 -0.743  -0.6700
C -3.103 -0.317 -3.474  -0.6240
H -1.666 -3.697 2.097  0.2285
H -0.079 5.708 2.559  0.3180
S 0.907 3.833 0.418  0.0579
H 3.427 -3.522 3.258  0.4339
C 2.021 -3.200 1.653  0.6893
O -4.841 1.636 -5.856  -0.6165
O -0.113 3.477 -2.865  -0.4710
C -1.930 -2.215 3.283  0.5326
C 2.415 -5.873 1.056  -0.3950
C -2.297 -0.243 4.618  -0.5528
N -1.332 3.465 -2.844  0.9356
O -1.483 -0.248 1.126  -0.3986
Ti -0.017 0.078 0.016  -0.0580
O -1.378 -2.780 2.173  -0.2046
H 0.014 0.170 -4.713  0.3036
C -1.979 2.159 -3.018  -0.3566
S 0.528 3.525 3.340  0.0025
C -2.961 2.044 -3.974  -0.5905
O -2.040 4.443 -2.831  -0.5990
C 0.463 2.816 1.752  -0.2069
O 1.122 -1.103 1.173  0.0579
H 1.601 0.594 -5.358  0.3895
H 1.063 -0.439 -2.811  0.1545
C -1.823 -0.831 3.445  -0.0757
H 3.445 -1.077 3.084  0.4663
C 1.339 -3.781 0.578  -0.3716
H -3.540 -1.287 -3.665  0.6621
C 0.902 0.774 -4.543  -1.1971
C 1.799 -1.789 1.953  0.9110
C -3.018 -2.377 5.419  -0.5368
H 1.415 5.728 3.518  0.4172

Values from the calculation:
- Kohn-Sham gap (eV) = 7.2080
- highest occupied orbital energy (eV) = -11.0
- calculated total energy (eV) = -114505.200
- LUMO energy (eV) = -3.7853
- net charge = +1


# 5
Here is a structure of composition C28H28BF6N9PPr in a non-equilibrium geometry from the OMol25 dataset. Energies are from ωB97M-V/def2-TZVPD.

Last column: Mulliken spin population.
CARTESIAN COORDINATES (ANGSTROEM)
H 8.234 12.722 13.156  0.0006
F 8.142 4.564 10.530  0.0000
H 11.315 10.130 9.437  0.0204
C 11.872 10.007 13.131  0.3286
N 9.852 8.418 8.218  0.0051
H 8.490 14.516 11.566  0.0010
N 11.807 10.082 11.844  -0.0570
H 8.598 8.430 5.253  -0.0001
H 8.412 7.106 7.652  0.0002
C 13.689 7.079 9.502  0.0012
F 9.510 4.521 12.287  -0.0001
H 11.021 5.094 15.917  0.0000
N 12.838 8.838 8.585  -0.0014
H 11.275 5.158 18.231  0.0000
C 8.471 12.463 12.152  0.0074
C 8.784 11.218 11.690  0.0151
H 8.921 6.887 14.090  0.0001
F 8.837 6.560 11.289  -0.0019
C 10.193 9.487 6.329  0.0002
C 10.656 6.004 16.411  0.0008
H 15.633 7.186 8.445  0.0000
P 9.578 5.091 10.778  -0.0003
N 7.591 8.694 10.852  0.0013
F 11.041 5.866 11.234  0.0004
C 10.516 7.191 18.504  -0.0001
C 5.876 7.515 12.665  0.0003
C 7.536 9.095 12.133  -0.0036
H 9.074 14.034 9.190  -0.0001
H 6.886 7.402 9.394  -0.0003
N 8.528 10.072 12.460  -0.0045
C 8.725 13.497 11.232  0.0018
B 11.763 9.908 8.354  -0.0010
N 9.370 10.930 10.492  0.0104
C 14.648 7.600 8.666  -0.0002
N 10.573 7.970 13.370  0.1075
C 6.787 7.719 10.479  0.0013
H 6.659 9.080 14.101  -0.0002
H 5.208 7.131 13.440  0.0000
C 9.766 8.225 16.386  0.0040
C 10.152 7.042 15.707  0.0043
H 5.277 6.307 10.952  0.0000
C 9.151 8.658 6.125  -0.0004
C 11.403 8.757 13.910  0.0862
H 12.622 11.168 14.842  -0.0035
H 10.505 5.956 13.953  0.0065
H 14.279 9.316 7.180  0.0001
H 13.702 6.146 10.013  0.0000
C 5.954 7.039 11.366  0.0001
H 10.735 7.303 19.558  0.0000
C 8.974 7.971 7.347  0.0012
F 9.678 5.817 9.330  0.0005
H 10.217 11.770 8.748  -0.0005
H 10.607 10.219 5.666  0.0001
C 14.081 8.760 8.077  0.0004
C 9.531 11.955 9.600  0.0061
C 12.401 11.147 13.816  -0.0062
H 12.226 10.829 7.713  0.0009
C 10.898 6.052 17.774  -0.0002
C 12.487 12.042 12.810  0.1596
N 10.533 9.382 7.598  -0.0015
H 12.875 13.059 12.920  -0.0019
H 9.301 9.052 15.843  -0.0003
C 9.891 8.235 17.765  -0.0010
H 12.040 11.774 10.525  0.0707
F 10.439 3.887 10.291  0.0001
C 9.974 6.898 14.225  -0.0097
C 9.083 13.203 9.900  -0.0093
H 9.570 9.119 18.315  0.0000
C 12.096 11.348 11.572  0.3018
N 12.555 7.802 9.448  -0.0008
Pr 10.249 8.429 10.699  1.9445
H 8.671 10.125 13.470  0.0014
H 11.839 8.763 14.877  0.0146
C 6.620 8.647 13.096  -0.0008

Values from the calculation:
- Kohn-Sham gap (spin up / spin down) (eV) = 8.3469 / 5.6994
- <S²> = 3.77
- highest occupied orbital energy (spin up / spin down) (eV) = -11.3 / -11.3
- calculated total energy (eV) = -83242.790
- LUMO energy (spin up / spin down) (eV) = -2.9211 / -5.5706
- spin multiplicity = 4
- net charge = +1


# 6
Here is a structure of composition C28H28Br2Cl2N4OOsS2 from the OMol25 dataset. Energies are from ωB97M-V/def2-TZVPD.

Last column: Mulliken charge in e.
CARTESIAN COORDINATES (ANGSTROEM)
C -0.787 1.914 -1.201  -0.3897
Br 0.961 4.070 -1.669  -0.1191
H -0.621 2.190 0.978  -0.0862
N -1.138 2.160 1.855  0.2278
H 4.604 2.350 2.726  0.3497
H 2.071 -1.007 2.822  0.0995
C -4.348 1.092 -1.868  -1.1308
H 4.340 -1.929 -2.425  0.4639
Os -0.074 -0.670 -0.131  1.5037
H 5.691 0.015 -1.648  0.4406
C -0.357 -5.605 -2.745  -0.6167
C -3.382 -1.872 0.240  -1.7581
C -2.960 3.080 -2.551  -0.0903
H 2.805 2.330 1.309  0.4873
N -2.185 1.160 3.484  -0.2333
C -0.363 -3.466 -3.858  -0.7883
H -2.177 3.001 4.525  0.3123
C -1.315 1.012 2.490  0.6253
H 3.512 -0.918 3.872  0.4078
Br -4.385 3.884 -3.480  -0.1574
H 5.197 0.759 2.176  0.4363
C -2.613 2.557 3.631  -0.6174
C -0.219 -3.574 -1.427  0.0803
C 2.499 1.289 1.410  0.4884
C 3.102 -0.681 2.893  -0.6180
H -5.309 -0.649 -1.115  0.5977
C 2.888 0.449 0.237  -0.1565
C 4.166 0.659 -0.283  -0.5744
H -3.290 -2.717 -0.448  0.2637
H -0.395 -2.871 -4.760  0.5297
C -3.248 -0.585 -0.512  0.7777
C -0.272 -2.861 -2.623  0.8473
C 4.701 -0.167 -1.254  -1.0295
C -3.141 1.830 -1.909  1.2459
O 0.169 1.347 -0.468  -1.3207
H -2.638 -1.974 1.025  0.2267
H -1.543 4.125 2.518  0.3986
H 3.697 -1.142 2.110  0.3648
H 2.087 -2.226 -1.652  0.1639
C 3.940 -1.233 -1.699  -1.0135
N -2.098 0.063 -0.581  0.8218
H -3.696 2.620 3.698  0.3543
H -0.390 -6.685 -2.784  0.4723
H -2.849 3.365 1.595  0.2766
C -2.039 1.263 -1.252  0.2634
H -0.481 -5.350 -4.864  0.4313
H 4.880 1.040 3.902  0.3744
H -5.224 1.472 -2.374  0.4064
C -1.751 3.719 -2.496  -0.3907
S -0.103 -2.804 0.154  -0.4203
C -0.668 3.143 -1.807  -0.0975
H -2.416 0.419 4.125  0.2135
C -0.262 -4.974 -1.516  0.1792
C -4.393 -0.078 -1.176  -1.0002
H 1.435 1.237 1.593  -1.0890
C 2.637 -1.388 -1.250  -0.4189
C 4.563 1.276 2.889  -0.8771
Cl -0.193 -1.109 -2.590  -0.1573
C 2.042 -0.537 -0.309  1.7264
N 3.159 0.801 2.711  0.0516
H 4.748 1.501 0.072  0.6392
C -2.067 3.190 2.334  -0.4527
H -4.372 -1.930 0.689  0.5560
Cl -0.200 -5.938 -0.091  -0.1785
C -0.408 -4.852 -3.907  -0.5252
S -0.518 -0.484 2.181  -0.6279
H 2.611 1.221 3.461  0.3354
H -1.619 4.677 -2.979  0.4944

Values from the calculation:
- Kohn-Sham gap (eV) = 5.6574
- highest occupied orbital energy (eV) = -12.9
- calculated total energy (eV) = -226754.352
- LUMO energy (eV) = -7.2140
- net charge = +2